1.
A cluster of 2 separate species, C26H27N2 in total at a distorted geometry, computed with ωB97M-V/def2-TZVPD.

ORCA input file:
```
! wB97M-V def2-TZVPD RIJCOSX def2/J DEFGRID3
* xyz 1 1
C -0.2596 5.6672 8.5128
N -0.0072 5.3175 7.1425
C -0.9990 4.6785 6.3060
H -0.9703 3.5599 6.4753
C -2.3995 5.1891 6.5382
C -2.6669 6.5638 6.4236
C -3.9584 7.0583 6.6442
C -4.9894 6.1744 6.9942
C -4.7245 4.8063 7.1022
C -3.4363 4.3190 6.8607
N -0.4901 4.9816 4.9872
C -1.3110 4.9261 3.8096
C 0.6391 5.7652 5.0447
C 0.9428 5.9738 6.3949
C 1.8231 6.9843 6.7859
C 2.4254 7.7551 5.7906
C 2.1219 7.5461 4.4365
C 1.2094 6.5627 4.0504
H 0.5785 6.2827 8.8567
H -1.1936 6.2376 8.6410
H -0.2998 4.7386 9.0896
H -1.8662 7.2573 6.1586
H -4.1634 8.1304 6.5472
H -5.9978 6.5508 7.1813
H -5.5202 4.1041 7.3764
H -3.2197 3.2488 6.9145
H -0.7399 5.3659 2.9846
H -1.5184 3.8726 3.6005
H -2.2543 5.4845 3.9235
H 2.0011 7.1596 7.8449
H 3.1251 8.5376 6.0773
H 2.5871 8.1672 3.6735
H 0.9176 6.4143 3.0127
C -1.7346 1.0060 8.1589
C -3.1971 0.7061 7.6604
C -3.0382 0.6243 6.1708
C -1.7810 1.0241 5.7683
C -0.9195 1.1824 6.8974
C 0.4860 0.8724 6.8812
C 1.0849 0.3638 5.6958
C 2.4210 -0.0041 5.6814
C 3.2244 0.1768 6.8130
C 2.6350 0.5894 8.0153
C 1.2851 0.9219 8.0621
H -1.6668 1.8750 8.8309
H -1.3853 0.1369 8.7402
H -3.6046 -0.2100 8.1124
H -3.8798 1.5205 7.9410
H -3.8018 0.2268 5.5111
H -1.5098 1.1998 4.7280
H 0.4601 0.2018 4.8140
H 2.8413 -0.4553 4.7860
H 4.2974 -0.0058 6.7612
H 3.2475 0.6253 8.9162
H 0.8096 1.2007 9.0091
*
```

Computed properties:
**Kohn-Sham gap**: 3.555 eV
**Highest occupied orbital energy**: -9.1 eV

***

2.
A structure of composition C49H80ClN11O5Pb at a distorted geometry, computed with ωB97M-V/def2-TZVPD.

ORCA input file:
```
! wB97M-V def2-TZVPD RIJCOSX def2/J DEFGRID3
* xyz 0 1
Pb 0.0826 0.0531 0.2324
Cl 4.2321 2.5386 1.5142
O 3.8489 2.5615 2.9076
O 5.4453 1.7342 1.3280
O 3.2108 2.0088 0.6671
O 4.4583 3.8948 1.1601
C -2.7273 -3.8515 1.9741
C -1.4366 -2.9959 2.1690
C -0.7121 -3.5517 3.4998
C 0.0196 -4.9157 3.3497
C 1.0087 -4.8007 2.1354
C 0.3137 -4.3052 0.7876
N -0.4525 -3.0511 1.0278
O -0.8530 -2.3639 -0.1600
C -0.4263 -5.3905 0.0288
C 1.5911 -4.0688 -0.1195
C -1.7891 -1.5364 2.5419
H -2.8699 -3.9298 0.8963
H -3.6205 -3.3510 2.3479
H -2.6687 -4.8308 2.4492
H -1.4713 -3.6440 4.2765
H -0.0350 -2.7751 3.8553
H -0.6796 -5.7315 3.1660
H 0.5144 -5.1094 4.3014
H 1.5490 -5.7416 2.0304
H 1.8158 -4.1316 2.4336
H -0.7465 -5.0480 -0.9552
H -1.3564 -5.6782 0.5189
H 0.2132 -6.2675 -0.0717
H 2.0207 -3.1199 0.2018
H 1.3531 -3.8567 -1.1618
H 2.4064 -4.7912 -0.1592
H -2.5181 -1.5133 3.3519
H -2.1757 -0.9273 1.7248
H -0.9291 -0.9256 2.8163
C -4.4285 -0.2610 -2.6124
C -3.6941 0.8757 -3.3347
C -2.3960 0.4160 -4.0734
C -1.2542 0.0729 -3.2146
N -0.4159 -0.1913 -2.4750
H -5.4323 0.0793 -2.3582
H -3.7789 -0.5490 -1.7858
H -4.5039 -1.1416 -3.2503
H -3.5505 1.7706 -2.7291
H -4.2892 1.2010 -4.1879
H -1.9767 1.2152 -4.6846
H -2.5714 -0.5092 -4.6224
C 2.5348 5.7405 -1.1167
C 3.2943 4.7205 -2.0598
C 2.2487 3.6752 -2.6395
C 1.3705 2.9842 -1.6867
N 0.5995 2.4265 -1.0304
H 1.7983 6.3353 -1.6570
H 3.2174 6.4139 -0.5984
H 1.9173 5.2824 -0.3441
H 4.0884 4.1956 -1.5288
H 3.8244 5.2149 -2.8738
H 2.7249 2.9231 -3.2686
H 1.5764 4.1810 -3.3326
C -0.8221 5.3853 1.7997
C -0.0071 5.2968 3.0889
C 0.9707 4.1348 3.1026
C 0.5102 2.8384 2.5876
N 0.1461 1.8336 2.1281
H -1.4368 4.5004 1.6352
H -0.1133 5.4364 0.9732
H -1.4751 6.2577 1.8239
H -0.7336 5.1200 3.8820
H 0.5184 6.2302 3.2906
H 1.2642 3.8997 4.1257
H 1.8817 4.4326 2.5834
C 5.2704 -2.2825 -3.4313
C 5.1773 -0.7377 -3.3058
C 4.6917 -0.2518 -1.8913
C 3.3169 -0.5547 -1.4747
N 2.2191 -0.7275 -1.1730
H 6.0181 -2.6915 -2.7518
H 5.3782 -2.6234 -4.4610
H 4.3310 -2.7307 -3.1076
H 4.3877 -0.4607 -4.0043
H 6.1238 -0.2708 -3.5782
H 4.6742 0.8380 -1.9019
H 5.4632 -0.3758 -1.1314
C 5.2926 -2.0048 1.2311
C 5.0686 -2.0338 2.7566
C 4.1651 -0.9498 3.2923
C 2.8114 -0.8749 2.6858
N 1.7936 -0.7536 2.1831
H 4.4066 -2.3123 0.6756
H 6.1014 -2.6698 0.9281
H 5.6873 -1.0306 0.9427
H 6.0501 -1.9485 3.2229
H 4.6387 -2.9844 3.0721
H 4.5762 0.0579 3.2319
H 4.0350 -1.0755 4.3672
C -6.4222 3.0454 2.1498
C -4.9906 2.7708 1.7093
C -4.8364 1.5458 0.8581
C -3.4638 1.2922 0.4516
N -2.3379 1.1581 0.1641
H -7.2049 3.0288 1.3915
H -6.4839 4.0236 2.6268
H -6.7198 2.3038 2.8911
H -4.3617 2.7257 2.5984
H -4.6174 3.6345 1.1590
H -5.4124 1.6264 -0.0638
H -5.2320 0.6793 1.3880
N -3.5205 5.0430 -2.0861
C -2.2810 4.5947 -1.7426
C -1.4978 5.7353 -1.4755
C -2.2526 6.8466 -1.6655
C -3.5282 6.4365 -2.1052
H -4.2991 4.4843 -2.4052
H -2.1122 3.5291 -1.7917
H -0.4311 5.7533 -1.3073
H -2.0811 7.9031 -1.5209
H -4.4034 6.9588 -2.4623
N 2.4474 -1.8632 -5.7841
C 1.9631 -2.9518 -6.4484
C 1.1764 -3.7595 -5.6658
C 1.0795 -3.1355 -4.4671
C 1.8145 -1.9782 -4.6177
H 3.0547 -1.1379 -6.1379
H 2.2056 -3.1989 -7.4714
H 0.6762 -4.6508 -6.0149
H 0.5036 -3.4887 -3.6246
H 1.9489 -1.2227 -3.8578
N -2.4893 -3.4466 -2.4550
C -3.7666 -3.9055 -2.2103
C -4.4066 -4.1623 -3.4335
C -3.4680 -4.0048 -4.4435
C -2.3886 -3.3140 -3.8770
H -1.7822 -3.1585 -1.7939
H -4.1397 -4.0433 -1.2062
H -5.4396 -4.4740 -3.4809
H -3.7210 -4.1960 -5.4759
H -1.5197 -2.7965 -4.2560
N -0.3508 0.1517 7.5992
C 0.2671 0.6445 6.4598
C -0.0834 -0.1206 5.3489
C -1.0397 -1.0119 5.8491
C -1.2177 -0.7768 7.1852
H -0.3739 0.5884 8.5096
H 0.8709 1.5386 6.5087
H 0.2160 0.0167 4.3203
H -1.5479 -1.7322 5.2253
H -1.9005 -1.1048 7.9550
*
```

Computed properties:
**Kohn-Sham gap**: 6.032 eV
**Highest occupied orbital energy**: -5.9 eV